No. 1
The following is a quantum chemistry calculation of an isolated molecule of C3H8OS2 at a distorted geometry, from the OMol25 dataset.

Element x y z (Å)
H 1.77 0.38 -1.59
H -1.66 -0.88 -1.51
H 0.54 -1.02 0.57
H -1.39 0.51 -0.53
H 0.65 -1.51 -1.05
S 1.27 0.85 2.25
H 0.33 1.30 -1.24
C -1.24 -0.57 -0.55
H 0.19 1.61 2.52
C 0.29 -0.67 -0.44
C 1.04 0.61 -0.82
S 1.89 1.52 0.52
O -1.89 -1.24 0.49
H -1.79 -0.90 1.38

Computed properties:
HOMO (hartree): -0.3380
Kohn-Sham gap (eV): 9.6559



No. 2
The following is a quantum chemistry calculation of a cluster of 2 separate species, C3H8OS2 in total, from the OMol25 dataset.

Element x y z (Å)
H -1.24 4.18 2.78
C -0.14 -2.55 -2.55
H -1.19 -2.72 -2.75
S -0.29 0.71 3.24
S -0.77 2.08 1.75
C -0.33 3.69 2.45
H 0.73 0.19 2.56
H 0.22 3.59 3.38
H 0.25 4.23 1.71
C 0.74 -3.53 -2.73
H 0.43 -4.44 -3.19
H 1.68 -3.42 -2.20
O 0.21 -1.35 -2.02
H -0.30 -0.65 -2.43

Computed properties:
HOMO (hartree): -0.3252
Kohn-Sham gap (eV): 9.3799



No. 3
The following is a quantum chemistry calculation of a cluster of 2 separate species, C3H8OS2 in total at a distorted geometry, from the OMol25 dataset.

Element x y z (Å)
H -0.54 -0.84 1.68
C 0.95 0.49 -1.49
C -0.61 -0.35 0.77
C -1.62 0.73 0.70
S 4.27 0.08 0.04
O 0.85 1.96 0.78
H -1.18 1.52 1.34
H -2.60 0.34 1.04
H 1.75 1.01 -1.90
H -1.62 1.06 -0.34
H 0.95 -0.61 -1.54
S 1.07 0.58 0.39
H -0.69 -1.12 0.01
H -0.05 1.06 -1.70

Computed properties:
HOMO (alpha / beta) (hartree): -0.3309 / -0.3308
Kohn-Sham gap (alpha / beta) (eV): 6.4954 / 6.4728



No. 4
The following is a quantum chemistry calculation of an isolated molecule of C3H8OSi at a distorted geometry, from the OMol25 dataset.

Element x y z (Å)
C 1.68 -0.08 0.44
H -0.76 -1.22 0.67
H -2.52 -1.26 -0.11
H -2.06 -0.63 1.69
H 2.48 0.61 0.51
H 0.64 2.59 -0.47
H 1.14 -0.12 1.40
H 2.15 -0.95 -0.06
Si 0.41 0.99 -0.58
C -1.72 -0.80 0.60
H 0.37 0.63 -2.00
O -2.45 1.33 -0.17
C -1.52 0.57 -0.02

Computed properties:
HOMO (hartree): -0.3237
Kohn-Sham gap (eV): 9.5350



Across the entries above, relative energy (zero: lowest compared OMol25 entry of this formula, charge and spin) takes the values 55.7 119.9 429.0 168.9 kJ/mol, respectively.